Formula: C40H94N6O15
Source: OMol25
Level of theory: ωB97M-V/def2-TZVPD

```
155
C40H94N6O15, DFT ωB97M-V/def2-TZVPD
C 1.08599 -1.67469 0.24957
C 1.37949 -0.53042 -0.44088
C 0.57370 0.67711 -0.37581
O 1.01156 1.86045 -0.75187
C -0.61738 0.70377 0.30859
C -1.02122 -0.47536 1.03622
C 0.00817 -1.76980 1.22660
O -0.22697 -2.66920 2.10711
O -2.21405 -0.68629 1.41013
O 2.24010 -0.65481 -1.39219
H 1.64348 -2.57830 0.05187
H -1.16914 1.61118 0.50498
C -2.92255 -2.44735 9.98162
C -3.04772 -1.39212 8.82218
C -1.79479 -0.48052 8.63631
O -1.60104 0.16963 9.85354
C -0.27649 0.68846 10.14974
N -3.25462 -2.15113 7.59687
H -2.89856 -1.94800 10.95021
H -2.05986 -3.08636 9.79309
H -3.86298 -2.98623 9.86623
H -3.94803 -0.78534 8.91911
H -1.96623 0.16982 7.77855
H -0.92970 -1.07948 8.35177
H -0.20198 1.77577 10.13226
H 0.38034 0.09690 9.51197
H -0.05780 0.38205 11.17266
H -2.44117 -2.65948 7.28067
H -3.39497 -1.47112 6.86339
C 0.07420 6.32572 4.31559
C 1.54286 5.85924 4.54469
C 1.76981 4.40236 4.75342
O 3.22329 4.06355 4.88060
C 3.42801 2.74407 4.53129
N 2.18042 6.22556 3.25390
H -0.47988 6.12751 5.23309
H -0.41602 5.72859 3.54668
H 0.08707 7.39130 4.08651
H 1.87899 6.30845 5.47921
H 1.36065 3.80400 3.93938
H 1.26814 4.17576 5.69420
H 4.39030 2.38910 4.90020
H 3.40588 2.70049 3.44238
H 2.57829 2.14182 4.85279
H 3.10328 5.82701 3.35184
H 1.66223 5.72449 2.54643
C 7.70558 5.89380 -0.68802
C 7.16032 5.74216 -2.15777
C 8.04096 6.36749 -3.30121
O 7.24013 6.26326 -4.53640
C 7.77862 7.14854 -5.55312
N 6.74748 4.39162 -2.49683
H 8.01072 6.93950 -0.64913
H 8.58174 5.24803 -0.62966
H 6.96389 5.73227 0.09421
H 6.21407 6.28266 -2.13323
H 8.97058 5.80671 -3.39840
H 8.26987 7.41434 -3.10171
H 8.48784 6.79314 -6.30064
H 7.98942 8.12324 -5.11312
H 6.94015 7.33697 -6.22361
H 6.15914 4.14684 -1.71322
H 7.54973 3.79792 -2.34190
C -9.81574 -7.20457 5.15448
C -9.43065 -5.78014 5.46267
C -8.81738 -5.75431 6.87716
O -9.36963 -6.62908 7.84384
C -8.87755 -6.39256 9.14608
N -8.50723 -5.40441 4.31828
H -9.95524 -7.38219 4.08814
H -10.77050 -7.45394 5.61747
H -9.02703 -7.82401 5.58146
H -10.36788 -5.22686 5.40281
H -8.96120 -4.69842 7.10626
H -7.74020 -5.92004 6.89520
H -9.47316 -6.92597 9.88690
H -9.00491 -5.34709 9.42693
H -7.86064 -6.65244 9.44013
H -7.99681 -4.53302 4.33354
H -7.80062 -6.12093 4.23225
C -9.51060 -0.40923 -0.85760
C -8.14306 0.15046 -0.41735
O -7.12400 -0.31515 -1.22322
H -10.35610 -0.00422 -0.30154
H -9.45842 -1.49176 -0.74133
H -9.79546 -0.13702 -1.87389
H -7.99112 -0.07549 0.63809
H -8.10553 1.23925 -0.38253
H -6.44946 -0.52769 -0.57405
C 1.86817 -5.82658 7.86106
C 1.59872 -6.87773 6.78206
O 2.25719 -6.53871 5.57770
H 1.38415 -5.85730 8.83722
H 1.49296 -4.95993 7.31678
H 2.88503 -5.59539 8.17831
H 0.53730 -7.03687 6.59188
H 1.97995 -7.80630 7.20694
H 1.75908 -5.77112 5.28738
C -5.31512 -8.12604 -0.38460
C -4.08189 -7.26072 -0.06226
O -4.20068 -7.15983 1.38406
H -6.26698 -7.75477 -0.00485
H -5.36556 -9.10545 0.09112
H -5.45932 -8.26420 -1.45615
H -4.18392 -6.33459 -0.62794
H -3.13525 -7.76050 -0.26768
H -3.54437 -6.52174 1.67339
C -0.47455 -0.16436 -6.49261
O -0.36021 1.21064 -6.24943
C -1.74953 1.75123 -6.30151
C -1.86080 3.24528 -6.07968
N -1.05715 3.99546 -7.07203
C -1.21562 5.46696 -7.23286
C -0.66319 6.24476 -5.98914
O 0.73673 6.03145 -6.04699
C 1.44956 7.15645 -5.47107
H -1.07058 -0.58558 -7.30219
H -0.97930 -0.56840 -5.61507
H 0.49750 -0.63174 -6.64995
H -2.52554 1.30896 -5.67675
H -2.17341 1.60904 -7.29560
H -1.56760 3.47153 -5.05453
H -2.89265 3.59361 -6.03437
H -1.22281 3.58043 -7.97780
H -2.21214 5.74899 -7.57270
H -0.70392 5.85688 -8.11276
H -1.12910 5.80719 -5.10622
H -0.91784 7.30454 -6.00066
H 1.24955 8.12756 -5.92387
H 2.53720 7.08745 -5.45146
H 1.17502 7.20692 -4.41742
C 2.91736 -0.02506 -10.46209
O 4.01647 -0.16246 -9.55923
C 4.83955 -1.34296 -9.97384
C 5.86674 -1.76475 -8.94469
N 5.37025 -1.83795 -7.54781
C 6.52208 -2.29546 -6.75771
C 7.75386 -1.38717 -6.67579
O 7.46149 -0.02037 -6.97597
C 8.67408 0.74703 -7.06060
H 3.13806 0.38521 -11.44752
H 2.09850 0.58102 -10.07447
H 2.56036 -1.04319 -10.61718
H 5.31996 -1.28596 -10.95060
H 4.37953 -2.27978 -10.28823
H 6.75357 -1.14060 -9.05459
H 6.12193 -2.77470 -9.26559
H 4.78203 -2.65854 -7.57463
H 6.74712 -3.23757 -7.25759
H 6.37777 -2.38783 -5.68126
H 8.46214 -1.84529 -7.36613
H 8.27984 -1.44303 -5.72273
H 8.44168 1.80643 -7.16914
H 9.08135 0.31737 -7.97581
H 9.38124 0.64243 -6.23775
```

- HOMO-LUMO gap (eV) = 3.210
- charge = -2
- M (g mol⁻¹) = 899.22

Atomic partial charges in e from the Mulliken method, atoms 1 to 99: -0.6751, 0.3508, 0.5112, -0.8043, -0.6621, 0.5218, 0.3808, -0.7896, -0.7586, -0.7548, 0.3527, 0.3338, -1.2574, 0.3368, -0.5956, -0.3239, -0.6114, -0.7350, 0.3013, 0.2632, 0.3637, 0.3247, 0.3328, 0.3337, 0.2105, 0.3179, 0.2191, 0.2443, 0.2759, -1.4051, 0.3329, -0.6909, -0.3624, -0.6856, -0.7776, 0.3742, 0.3679, 0.3522, 0.2856, 0.4790, 0.2350, 0.2261, 0.3209, 0.3011, 0.3275, 0.3161, -1.3275, 0.2341, -0.6724, -0.2733, -0.7529, -0.5649, 0.3373, 0.3376, 0.3873, 0.2698, 0.2921, 0.3769, 0.2659, 0.3179, 0.2509, 0.2828, 0.2379, -1.4379, 0.4513, -0.6602, -0.3042, -0.8097, -0.6988, 0.4237, 0.3253, 0.3197, 0.3089, 0.3719, 0.3379, 0.2743, 0.3299, 0.3143, 0.2225, 0.2306, -0.9761, -0.2791, -0.5039, 0.3256, 0.2540, 0.2741, 0.3019, 0.2573, 0.3449, -0.8387, -0.2785, -0.4982, 0.3163, 0.1927, 0.2621, 0.2633, 0.2535, 0.3269, -1.1284